# 1
Entry from the OMol25 dataset: a molecular structure, C2H3I2NS in a non-equilibrium geometry (ωB97M-V with the def2-TZVPD basis set).

Structure (XYZ):
```
9
Properties=species:S:1:pos:R:3:lowdin_charge:R:1
H 2.69 -0.51 -0.05 0.07
I 0.24 2.21 0.28 0.89
N 1.33 0.91 -0.63 -0.62
C -2.15 -0.26 -0.01 -1.23
S -2.45 1.31 -0.08 0.37
H 1.25 -0.49 1.00 0.05
C 1.60 -0.36 -0.02 -0.32
H 1.16 -1.14 -0.65 0.08
I -3.66 -1.67 0.15 0.70
```

As for the spin multiplicity: 3. Its net charge is 0. The value obtained for the LUMO energy (alpha / beta) is -0.8649 / -2.0144 eV. As for the total energy: -30643.48582 eV. The calculation puts the HOMO energy (alpha / beta) at -7.51 / -8.66 eV. Its gap between HOMO and LUMO (alpha / beta) is 6.65 / 6.65 eV. As for the energy above the lowest of the compared OMol25 structures with the same formula, charge and spin: 1.8 kcal/mol. The maximum force comes out at 2.653 eV Å⁻¹.



# 2
Entry from the OMol25 dataset: 16 unconnected molecules or ions with the total composition C16H70BO19P2S in a non-equilibrium geometry (ωB97M-V with the def2-TZVPD basis set).

Structure (XYZ):
```
109
Properties=species:S:1:pos:R:3:lowdin_charge:R:1
C 4.24 6.74 -2.62 -0.14
H -0.19 -1.17 2.53 0.04
H 3.25 6.80 -3.07 0.08
H 3.90 9.85 0.91 0.08
O 1.24 -3.44 -0.01 0.11
C 5.99 2.85 -1.15 -0.14
H -1.79 -5.88 1.19 -0.05
H 4.96 7.27 -3.26 0.08
H -2.45 -3.92 1.54 -0.04
H 0.09 -5.87 4.71 0.08
H 0.68 -0.72 -0.34 0.05
H -3.34 -3.49 -5.65 0.08
H 1.90 3.26 -2.15 0.08
C -4.07 -5.16 -4.94 -0.16
H -3.51 -1.98 -1.95 0.03
H 2.15 0.49 -2.46 0.07
O -7.44 -5.69 0.27 -0.16
O 0.73 3.14 -0.42 -0.13
O -10.05 -2.22 1.95 -0.14
H 0.05 6.17 1.52 0.09
O 5.95 0.09 1.89 -0.13
H -8.94 -0.65 1.13 0.07
C 4.66 -0.15 2.47 -0.15
H 0.21 -7.59 5.12 0.07
S -5.43 -4.06 -1.80 0.21
H 4.26 0.77 2.90 0.08
H 5.83 0.74 1.19 0.04
O 2.47 8.93 -0.30 -0.13
C 0.65 9.61 4.21 -0.15
O 6.35 1.47 -0.98 -0.13
H 1.86 -0.37 2.05 0.06
H 0.32 8.59 4.02 0.07
H -5.11 -4.94 -5.17 0.07
H 6.41 1.07 -1.85 0.08
B -0.16 -3.29 0.09 -0.72
H 4.77 -0.89 3.25 0.09
C 1.89 3.58 -1.10 -0.16
C 4.46 -2.24 -0.36 -0.15
H -1.51 -2.00 0.55 0.08
P -2.64 -4.94 0.48 0.29
O 1.18 10.11 2.99 -0.13
H -9.05 -4.93 1.34 0.06
H -3.66 -5.83 -5.70 0.07
C -1.14 -4.30 -0.56 -0.28
H 4.66 4.95 -3.27 0.08
O 5.17 -1.59 -1.41 -0.12
H 1.81 9.60 -0.12 0.07
H -1.46 -3.89 -1.53 0.05
O 1.15 0.03 -0.76 -0.13
H -0.21 10.19 4.55 0.08
O -3.41 -2.02 -0.99 -0.31
H -3.84 -5.38 1.18 -0.06
O 1.47 4.78 2.17 -0.12
H 2.85 8.66 1.72 0.05
H 0.80 -0.64 -2.71 0.09
H 3.55 -1.68 -0.10 0.05
H 0.96 -6.97 3.63 0.07
O -0.59 -3.82 -3.93 -0.14
H 1.13 6.66 2.85 0.06
H 1.41 4.31 1.33 0.03
H -8.13 -2.24 1.11 0.07
O -1.13 -7.05 3.61 -0.13
H 1.75 6.60 1.19 0.06
O -5.01 -2.77 0.78 -0.31
H 6.74 3.38 -1.74 0.08
H 5.02 2.96 -1.63 0.06
H 1.89 4.67 -1.08 0.07
H 0.58 0.83 1.78 0.07
C 0.10 -6.88 4.30 -0.18
O 4.63 5.38 -2.41 -0.14
P -4.14 -3.40 -0.46 0.15
H -10.47 -2.43 1.11 0.07
H -2.92 -5.88 -0.60 -0.05
H -1.54 -3.77 -4.09 0.03
H 5.41 -0.72 -1.07 0.04
H 1.40 9.59 5.00 0.08
C 1.09 0.23 2.54 -0.16
H 2.33 -1.19 -1.98 0.06
H -0.18 -4.38 -5.90 0.07
H 3.97 -0.52 1.71 0.04
C -8.81 -5.73 0.65 -0.18
H 1.47 11.02 3.15 0.07
H -0.56 -5.20 -0.80 0.07
C 3.37 8.90 0.80 -0.17
H 0.73 2.17 -0.41 0.05
H 4.17 -3.23 -0.71 0.08
H -1.15 -7.93 3.22 0.07
O 0.18 -0.62 3.23 -0.12
H 4.22 7.22 -1.65 0.06
H 1.15 -3.67 -4.97 0.07
C 0.07 -3.61 -5.16 -0.18
H -7.28 -4.85 -0.19 -0.03
H -4.03 -5.65 -3.97 0.05
H -0.15 -2.62 -5.59 0.07
H 5.08 -2.34 0.53 0.08
H -8.99 -6.69 1.14 0.07
H -8.34 -1.37 2.64 0.08
H 2.80 3.22 -0.60 0.08
O -0.60 -2.18 0.80 0.10
H 5.94 3.30 -0.16 0.09
H 1.56 -3.05 -0.82 0.06
H 4.10 8.12 0.59 0.07
O -3.30 -3.97 -4.82 -0.16
H 1.56 0.90 3.26 0.08
H -4.48 -2.09 1.22 0.04
C 1.62 -0.36 -2.04 -0.12
C -8.80 -1.59 1.68 -0.15
H -9.47 -5.66 -0.23 0.07
C 1.08 6.12 1.91 -0.15
```

As for the spin multiplicity: 1. Its net charge is -1. The value obtained for the LUMO energy is 1.6079 eV. As for the total energy: -86716.35275 eV. The calculation puts the HOMO energy at -4.29 eV. Its gap between HOMO and LUMO is 5.90 eV. The maximum force comes out at 1.188 eV Å⁻¹.



# 3
Entry from the OMol25 dataset: 3 unconnected molecules or ions with the total composition C5H7NO2 in a non-equilibrium geometry (ωB97M-V with the def2-TZVPD basis set).

Structure (XYZ):
```
15
Properties=species:S:1:pos:R:3:lowdin_charge:R:1
H 4.10 1.47 -0.59 0.11
O 2.10 -2.39 0.79 0.20
O 2.98 -1.83 -1.27 0.17
H 2.16 2.20 1.46 0.10
H -1.25 -1.52 -0.36 0.08
H -0.18 0.41 -0.84 -0.01
C 2.20 1.50 0.65 -0.02
C 2.51 -2.08 -0.23 -0.50
C 1.95 0.42 -0.21 0.01
C -1.08 -0.72 0.41 -0.23
C 3.06 1.29 -0.35 -0.01
N -1.16 0.43 -0.52 -0.10
H -1.89 -0.95 1.13 0.05
H -0.08 -0.74 1.07 0.08
H -1.11 1.33 0.03 0.06
```

As for the spin multiplicity: 1. Its net charge is 0. The value obtained for the LUMO energy is 0.4969 eV. As for the total energy: -10878.74489 eV. As for the structure (SMILES): C1=CC=1.O=C=O.CN. The calculation puts the HOMO energy at -9.26 eV. Its gap between HOMO and LUMO is 9.75 eV. As for the energy above the lowest of the compared OMol25 structures with the same formula, charge and spin: 112.4 kcal/mol. The maximum force comes out at 2.761 eV Å⁻¹.



# 4
Entry from the OMol25 dataset: a molecular structure, C42H60BaF6N6O3P2Te in a non-equilibrium geometry (ωB97M-V with the def2-TZVPD basis set).

Structure (XYZ):
```
121
Properties=species:S:1:pos:R:3:lowdin_charge:R:1
H 1.30 4.30 -0.97 -0.04
C 0.20 -0.62 -4.55 -0.03
H -2.55 -4.23 2.31 0.03
C -1.78 3.58 -3.12 -0.18
C -2.29 5.68 -2.74 -0.10
C -2.97 5.31 1.73 -0.14
N -2.26 0.49 3.01 -0.25
H -0.83 -2.13 -2.38 0.10
C -2.43 -3.16 2.52 -0.29
H -2.56 6.68 -2.38 0.12
H 1.56 -3.09 -2.53 0.03
C 0.57 -0.49 -7.00 -0.06
H -1.85 -3.03 3.43 0.01
H 6.42 -6.25 -2.18 0.07
C -0.95 -1.39 6.20 -0.12
H -0.48 3.66 3.57 0.01
H 1.42 -4.43 -1.47 0.05
H -0.87 -0.71 -4.74 0.13
H 3.19 -0.24 -6.00 0.11
C 0.41 -1.15 6.11 -0.13
H -1.96 5.61 1.74 0.05
H 1.34 -0.37 -7.74 0.06
H 0.75 -2.71 1.11 -0.10
C -3.38 1.45 3.39 -0.17
H 0.08 -1.44 -7.17 0.07
H -4.49 0.11 4.61 0.08
H -0.25 2.84 2.36 -0.07
H 3.78 -5.84 -1.51 0.11
H -2.36 -4.44 -0.01 0.03
C -2.38 4.76 -3.78 -0.04
H 3.33 3.63 -0.36 0.12
H -0.64 5.50 -1.40 0.11
C 2.88 -0.28 -3.92 -0.29
Ba -1.07 1.04 0.76 1.60
H 3.43 1.60 3.02 0.07
C 2.02 -3.97 -2.19 -0.04
H -3.58 5.78 0.98 0.06
C -4.46 1.14 4.30 -0.04
C 0.66 -0.80 -3.26 -0.34
C -5.65 3.22 4.21 -0.12
C 6.03 -3.47 -0.68 -0.04
C -5.61 1.93 4.68 -0.10
N -3.19 3.86 1.47 -0.20
C -4.54 3.62 3.45 -0.15
H -5.21 -5.79 -8.16 0.00
H -6.48 3.92 4.29 0.09
C -1.72 -0.82 5.16 -0.08
P -5.28 -0.16 -0.23 -0.01
C 2.52 2.46 -1.14 -0.68
H -3.42 -3.06 -0.31 0.02
O -0.21 3.77 2.68 -0.06
C 3.88 -2.50 -1.27 -0.33
H 1.14 -1.63 6.74 0.08
N 1.76 1.81 -0.52 -0.10
F -5.25 -1.35 -1.25 -0.13
C 0.22 0.35 4.11 -0.07
H 1.52 -1.37 2.87 0.02
C 1.97 -0.54 -2.90 -0.35
H 0.58 -0.76 1.63 -0.17
C 2.44 -0.33 -5.23 -0.01
C 0.88 -0.31 5.11 -0.16
H 4.45 0.23 -2.57 0.00
H 2.70 4.98 -1.32 -0.04
N -1.12 3.94 -2.12 0.02
H 7.08 -3.31 -0.39 0.11
C 4.21 -4.84 -1.30 -0.04
C -2.39 -3.38 -0.25 -0.27
H 0.34 -3.60 2.50 0.05
F -3.77 0.15 0.03 -0.23
H -0.39 1.03 -2.50 0.23
C 3.36 -3.74 -1.53 -0.29
H -1.75 2.64 -3.72 0.11
Te 2.61 -0.71 -0.84 1.59
C 5.85 -1.03 -0.41 -0.10
C -1.30 0.04 4.06 -0.21
H 2.67 1.44 4.42 0.02
H 7.47 -5.80 -0.86 0.06
C 5.56 -4.77 -0.94 -0.26
H -5.22 4.14 0.82 0.07
C 6.45 -6.00 -1.13 -0.06
H -2.87 4.83 -4.75 0.08
C -3.54 2.90 2.88 -0.03
H -3.23 5.60 2.72 0.06
F -4.98 0.69 -1.58 -0.19
C 1.46 -0.47 2.20 -0.36
F -5.78 1.17 0.29 -0.10
H -4.72 4.57 2.93 0.08
C 4.30 -0.02 -3.60 -0.08
C 5.22 -2.34 -0.82 -0.30
C -4.25 3.82 0.41 0.04
H 2.19 1.94 0.31 0.01
P -1.51 -2.39 1.08 0.85
H -6.46 1.47 5.19 0.09
H -3.40 -2.67 2.69 0.03
H -2.78 -1.08 5.13 0.07
H 1.94 -0.34 5.09 0.07
H 0.42 -4.30 0.85 0.05
F -5.07 -1.20 0.95 -0.15
C 2.30 4.24 -0.70 -0.02
O -1.35 0.18 -2.45 -0.27
H 4.89 -0.90 -3.83 0.09
H -1.94 -3.26 -1.22 -0.01
H -0.16 0.30 -7.14 0.07
C -0.38 -1.14 -2.29 -0.16
H 5.19 -0.19 -0.49 -0.01
H -1.39 -2.09 6.91 0.09
F -6.84 -0.50 -0.03 -0.18
C 1.10 -0.43 -5.57 -0.26
H 6.12 -6.85 -0.55 0.06
H 6.73 -0.84 -1.01 0.08
N 1.38 0.82 2.98 -0.21
O 3.71 2.01 -1.38 -0.16
H 3.17 -0.12 3.66 0.07
H 4.67 0.80 -4.21 0.08
N -1.30 5.18 -2.00 -0.06
C 2.81 0.92 3.57 -0.12
H -0.07 -1.00 -1.28 -0.02
H 6.14 -1.10 0.63 0.08
H -4.10 3.15 -0.40 0.03
C 0.09 -3.39 1.45 -0.26
H 2.09 -4.63 -3.04 0.08
```

As for the spin multiplicity: 1. Its net charge is -2. The value obtained for the LUMO energy (alpha / beta) is 3.7721 / 3.7868 eV. As for the total energy: -102462.17132 eV. The calculation puts the HOMO energy (alpha / beta) at -0.79 / -0.79 eV. Its gap between HOMO and LUMO (alpha / beta) is 4.57 / 4.58 eV. As for the energy above the lowest of the compared OMol25 structures with the same formula, charge and spin: 91.9 kcal/mol. The maximum force comes out at 12.435 eV Å⁻¹.



# 5
Entry from the OMol25 dataset: 2 unconnected molecules or ions with the total composition C5H5NO in a non-equilibrium geometry (ωB97M-V with the def2-TZVPD basis set).

Structure (XYZ):
```
12
Properties=species:S:1:pos:R:3:lowdin_charge:R:1
H 0.70 -2.28 0.21 0.06
N 0.02 -1.89 0.86 0.11
H -0.95 2.19 -1.62 0.06
C -0.39 1.60 -0.92 0.08
O 2.34 1.05 1.37 0.10
H -0.86 -0.18 1.47 0.12
C 1.31 0.94 0.77 -0.25
C -0.11 -0.54 0.75 -0.40
H -1.79 -0.82 -0.75 0.08
C -0.71 -0.72 -0.59 0.01
C 0.56 1.73 -0.13 -0.06
H -0.12 -1.08 -1.43 0.09
```

As for the spin multiplicity: 1. Its net charge is 0. The value obtained for the LUMO energy (alpha / beta) is -0.5031 / -0.5040 eV. As for the total energy: -8796.40426 eV. The calculation puts the HOMO energy (alpha / beta) at -8.72 / -8.72 eV. Its gap between HOMO and LUMO (alpha / beta) is 8.21 / 8.21 eV. As for the energy above the lowest of the compared OMol25 structures with the same formula, charge and spin: 161.8 kcal/mol. The maximum force comes out at 1.586 eV Å⁻¹.



Among the records above, which one has the highest maximum force?
C42H60BaF6N6O3P2Te



What is the maximum force in the third record?
2.761 eV Å⁻¹



Copy entry 5 word for word.
Entry from the OMol25 dataset: 2 unconnected molecules or ions with the total composition C5H5NO in a non-equilibrium geometry (ωB97M-V with the def2-TZVPD basis set).

Structure (XYZ):
```
12
Properties=species:S:1:pos:R:3:lowdin_charge:R:1
H 0.70 -2.28 0.21 0.06
N 0.02 -1.89 0.86 0.11
H -0.95 2.19 -1.62 0.06
C -0.39 1.60 -0.92 0.08
O 2.34 1.05 1.37 0.10
H -0.86 -0.18 1.47 0.12
C 1.31 0.94 0.77 -0.25
C -0.11 -0.54 0.75 -0.40
H -1.79 -0.82 -0.75 0.08
C -0.71 -0.72 -0.59 0.01
C 0.56 1.73 -0.13 -0.06
H -0.12 -1.08 -1.43 0.09
```

As for the spin multiplicity: 1. Its net charge is 0. The value obtained for the LUMO energy (alpha / beta) is -0.5031 / -0.5040 eV. As for the total energy: -8796.40426 eV. The calculation puts the HOMO energy (alpha / beta) at -8.72 / -8.72 eV. Its gap between HOMO and LUMO (alpha / beta) is 8.21 / 8.21 eV. As for the energy above the lowest of the compared OMol25 structures with the same formula, charge and spin: 161.8 kcal/mol. The maximum force comes out at 1.586 eV Å⁻¹.